Here is a structure of composition C29H37Br4F3N2O6SSi2TeY from the OMol25 dataset. Energies are from ωB97M-V with the def2-TZVPD basis set.

```
86
Properties=species:S:1:pos:R:3
Te 2.921 -1.360 -0.788
Y -0.219 -0.170 -0.136
Br -5.091 -2.031 0.522
Br -6.275 3.517 1.435
Br -3.046 4.189 0.819
Br -7.310 0.365 1.273
S -0.334 -2.175 -2.274
Si 4.564 1.103 -2.626
Si 5.189 -3.160 0.795
F 2.971 6.137 2.188
F 3.544 6.274 0.100
F 4.797 5.184 1.501
O 0.461 -1.785 1.325
O 0.347 0.659 -2.210
O -2.343 -0.816 0.031
O -1.546 1.646 0.144
O -0.237 0.512 2.345
O 2.162 -1.584 2.771
N -0.067 0.232 -3.392
N 1.301 1.897 0.348
C -3.255 0.071 0.323
C 5.780 1.209 -4.055
C -0.819 -0.544 -5.905
C 0.930 3.063 -0.178
C 1.000 -1.411 2.429
C -0.497 0.795 -5.653
C 3.956 -0.670 -2.548
C -0.763 -1.455 -4.886
C 0.695 0.016 4.518
C 2.742 4.188 0.872
C -3.726 2.421 0.730
C 3.114 2.985 1.448
C 3.810 -4.242 1.419
C -2.815 1.434 0.386
C 3.128 2.245 -2.963
C 6.596 -3.148 2.038
C -0.388 -1.086 -3.573
C 5.461 1.659 -1.081
C 4.628 -1.391 0.524
C -5.501 0.807 0.923
C 1.629 4.238 0.051
C -0.127 1.143 -4.388
C 3.517 5.445 1.164
C 2.361 1.863 1.152
C -1.250 -1.310 3.589
C -5.074 2.122 0.992
C 0.031 -0.555 3.285
C -4.587 -0.210 0.595
C 5.833 -3.808 -0.843
H -0.540 1.549 -6.425
H 6.994 -4.151 2.205
H 6.405 1.127 -0.947
H -1.087 0.940 2.502
H 4.852 1.501 -0.192
H 0.013 0.689 5.041
H 4.338 -0.912 1.460
H 6.657 -3.195 -1.215
H 7.416 -2.511 1.698
H 3.974 2.917 2.098
H -1.957 -0.655 4.105
H 2.263 1.953 -2.369
H 2.982 -4.253 0.708
H 6.246 -2.762 2.998
H 6.644 0.564 -3.886
H 1.597 0.560 4.239
H 1.307 5.163 -0.403
H -1.042 -2.163 4.235
H 4.148 -5.270 1.570
H 0.142 2.143 -4.081
H 2.620 0.898 1.576
H 0.035 3.047 -0.786
H 5.422 -0.806 0.063
H 3.222 -0.823 -3.345
H 5.036 -3.803 -1.590
H 3.378 3.285 -2.740
H 6.144 2.231 -4.185
H -1.117 -0.857 -6.897
H -1.015 -2.493 -5.040
H 5.308 0.901 -4.990
H 5.689 2.727 -1.145
H 0.984 -0.792 5.190
H -1.701 -1.667 2.663
H 3.420 -3.850 2.359
H 2.839 2.187 -4.016
H 4.766 -1.378 -2.737
H 6.196 -4.833 -0.747
```

The value obtained for the LUMO energy is 0.074 Eh. For the HOMO energy, the calculation gives -4.60 eV. The value obtained for the relative energy (zero: lowest compared OMol25 entry of this formula, charge and spin) is 57.16 kJ/mol. Its charge is -1. As for the total energy: -369198.732 eV. The HOMO-LUMO gap is 6.61 eV.